Computed, not measured: a cluster of 3 separate species, C10H28N2O3 in total, with ωB97M-V/def2-TZVPD.

energy = -732.891134 hartree
<S²> = 0.75
2S+1 = 2
LUMO level (alpha / beta) = 3.06 / 2.96 eV
net charge = -1
Kohn-Sham gap (alpha / beta) = 2.0 / 9.4 eV
HOMO level (alpha / beta) = 1.02 / -6.47 eV

Cartesian coordinates (Å):
C -0.41544 -25.34069 16.87033
C -0.48278 -23.85630 16.52929
C 0.17565 -23.24161 15.27133
O -0.07599 -21.82751 15.04849
C 0.81924 -21.18155 14.10706
N -1.89758 -23.59085 16.50616
H 0.62001 -25.68119 16.87098
H -0.77756 -25.95589 16.04662
H -1.03791 -25.43683 17.75992
H -0.16213 -23.04234 17.17948
H -0.07912 -23.79568 14.36789
H 1.22399 -23.41574 15.51375
H 1.85462 -21.10415 14.43887
H 0.36861 -20.20823 13.91296
H 0.77255 -21.74440 13.17479
H -2.10131 -22.65061 16.19870
H -2.34802 -23.66516 17.40709
C 2.31149 -20.09078 17.18942
C 2.53845 -19.64724 18.65760
C 3.47626 -18.43907 18.69450
O 3.67199 -18.14051 20.09342
C 4.52055 -17.06344 20.42138
N 1.28370 -19.30571 19.23280
H 3.20537 -20.26043 16.58918
H 1.97496 -19.23070 16.61054
H 1.57065 -20.88095 17.06739
H 2.88331 -20.43146 19.33152
H 3.08648 -17.50217 18.29652
H 4.41248 -18.72362 18.21426
H 5.50980 -17.20185 19.98514
H 4.59221 -17.04448 21.50887
H 4.14476 -16.14187 19.97687
H 0.92669 -18.54202 18.67655
H 1.44772 -18.77239 20.07468
C 2.00903 -22.56609 21.28371
C 0.93297 -22.59611 20.18457
O 0.05624 -21.46074 20.52230
H 2.28937 -21.57053 21.62776
H 2.84491 -23.15620 20.90799
H 1.44248 -22.99699 22.10920
H 0.35153 -23.51784 20.16283
H 1.38288 -22.48574 19.19790
H 0.22694 -20.74765 19.90265

Löwdin atomic charge list, values in e, 8 entries:
1. C -0.064
2. C -0.453
3. C -0.205
4. O -0.224
5. C -0.184
6. N 0.003
7. H 0.067
8. H 0.073

***

Computed, not measured: a structure of composition C10H29O7Ti, with ωB97M-V/def2-TZVPD.

energy = -1773.932177 hartree
ΔE to the lowest compared entry with this formula, charge and spin = 1348.7 kJ/mol
<S²> = 3.75
2S+1 = 4
LUMO level (alpha / beta) = -0.02 / -0.10 eV
Kohn-Sham gap (alpha / beta) = 2.7 / 9.1 eV
HOMO level (alpha / beta) = -2.68 / -9.17 eV

Cartesian coordinates (Å):
Ti 0.24313 -0.20094 0.13887
C 0.08622 -3.31739 -1.04315
C 1.23140 -2.50327 -0.50005
O 2.29902 -2.57640 -1.11433
O 1.07760 -1.73297 0.47650
H -0.77548 -2.65227 -1.09966
H -0.20206 -4.07429 -0.31370
H 0.25316 -3.79603 -2.00810
C -0.85680 -1.24286 2.13658
O -0.27435 0.04151 1.83050
H -1.54103 -1.07209 2.96770
H -1.47150 -1.61870 1.31866
H -0.02584 -1.93861 2.25294
H 0.09017 0.43116 2.62856
C -0.17998 2.32223 0.87380
O 0.06819 1.52348 -0.27055
H -1.04863 2.95984 0.70950
H -0.53361 1.74467 1.72789
H 0.69239 2.86514 1.23757
H -0.04676 2.07856 -1.04533
C 2.26890 1.13491 2.51281
C 2.85951 0.84673 1.16571
O 1.92924 0.13651 0.35756
H 1.95584 0.20511 2.98776
H 1.38852 1.77510 2.45639
H 3.05666 1.60317 3.10296
H 3.76101 0.24336 1.27219
H 3.16687 1.72742 0.60179
H 2.20982 0.09430 -0.55955
C -3.35920 0.02634 0.37794
C -2.20396 0.29715 -0.61934
O -1.41526 -0.89449 -0.56026
H -4.13673 0.78952 0.34453
H -2.93159 -0.07928 1.37499
H -3.89536 -0.88990 0.13070
H -1.60743 1.11659 -0.21836
H -2.54499 0.50420 -1.63370
H -1.67402 -1.48505 -1.27152
C -0.72253 0.74932 -2.81021
C 0.76653 0.73326 -2.61549
O 0.96798 -0.10819 -1.47292
H -1.02691 1.35732 -3.66214
H -1.11271 1.32862 -1.97339
H -1.17086 -0.23907 -2.91113
H 1.23895 1.71541 -2.59865
H 1.24775 0.21179 -3.44290
H 1.89871 -0.14115 -1.23997

Löwdin atomic charge list, values in e, 8 entries:
1. Ti 0.377
2. C 0.031
3. C -0.663
4. O 0.050
5. O -0.124
6. H 0.047
7. H 0.095
8. H 0.095

***

Computed, not measured: a structure of composition C10H2BrF9N2O2S2, with ωB97M-V/def2-TZVPD.

energy = -4911.397306 hartree
LUMO level = -1.55 eV
Kohn-Sham gap = 8.3 eV
HOMO level = -9.88 eV

Cartesian coordinates (Å):
O -0.32251 -2.23627 2.34453
S -0.26373 -1.83729 0.96528
O -0.56017 -2.97364 0.15053
C -1.41058 -0.48802 0.70989
C -1.55023 0.58439 1.54384
Br -0.54240 0.74095 3.15139
C -2.46151 1.66241 1.27261
C -3.25068 1.63309 0.18004
C -3.18780 0.53254 -0.73037
N -3.94164 0.41385 -1.81145
S -3.44970 -1.00264 -2.46645
N -2.33563 -1.46279 -1.41233
C -2.24858 -0.53424 -0.46055
C 1.50484 -1.30964 0.64120
F 1.82776 -0.39492 1.56868
F 2.22429 -2.41930 0.83558
C 1.77924 -0.82873 -0.83222
F 2.67316 -1.63536 -1.41917
F 0.63383 -0.97963 -1.54892
C 2.19823 0.66029 -0.96853
F 2.30291 0.89165 -2.30757
F 1.24312 1.49634 -0.54096
C 3.61036 1.01575 -0.35982
F 4.39902 1.62538 -1.23285
F 4.21901 -0.03435 0.19169
F 3.39481 1.90894 0.63495
H -2.54325 2.52175 1.93421
H -3.94215 2.44947 -0.03320

Löwdin atomic charge list, values in e, 8 entries:
1. O -0.302
2. S 0.732
3. O -0.252
4. C -0.244
5. C -0.596
6. Br 0.872
7. C -0.107
8. C 0.004

***

Computed, not measured: a structure of composition C10H30B2F8K2O5, with ωB97M-V/def2-TZVPD.

energy = -2824.289096 hartree
LUMO level = -0.50 eV
Kohn-Sham gap = 9.3 eV
HOMO level = -9.76 eV

Cartesian coordinates (Å):
K 1.14630 2.61112 -2.61387
K -1.06905 3.77398 1.62159
B -0.16799 0.52928 -0.17868
F 1.09759 0.16053 0.32148
F -0.28913 0.29424 -1.56572
F -1.13676 -0.21211 0.48776
F -0.25666 1.92511 0.01900
B -0.22610 5.35275 -2.13608
F 1.04322 5.71113 -2.63230
F -0.87643 4.55353 -3.09250
F -0.10853 4.49126 -0.99754
F -0.94822 6.48456 -1.79149
C 3.62556 -2.70843 1.22302
C 2.15257 -3.00263 1.37055
O 1.53436 -1.98314 2.17221
H 4.13991 -3.53461 0.72108
H 4.08479 -2.52630 2.19384
H 3.81463 -1.81471 0.62388
H 2.00350 -3.93196 1.92018
H 1.66048 -3.06604 0.39924
H 1.07954 -1.38237 1.57312
C 0.73386 1.80662 5.36000
C 0.68189 0.83833 4.19020
O 0.05321 1.51972 3.08843
H 1.10217 1.29781 6.24771
H -0.27891 2.15833 5.59561
H 1.27286 2.71707 5.09659
H 0.03799 0.00392 4.46333
H 1.70260 0.55197 3.94601
H 0.28116 1.03362 2.28857
C 2.96947 -0.62033 -4.78797
C 1.76824 -0.60512 -3.87504
O 2.16324 -0.15031 -2.58056
H 3.66708 -1.41141 -4.50794
H 3.46832 0.34182 -4.84329
H 2.62392 -0.96397 -5.77073
H 1.32034 -1.60307 -3.82313
H 0.97116 0.03498 -4.28534
H 1.37713 -0.19709 -2.01682
C -4.09332 0.41522 -0.21528
C -3.88272 1.80185 -0.76578
O -4.02465 2.74541 0.32387
H -5.14464 0.19936 -0.02601
H -3.56583 0.25742 0.72395
H -3.69228 -0.31758 -0.91820
H -4.61448 2.04859 -1.53578
H -2.87288 1.88467 -1.17850
H -3.74836 3.61249 0.01317
C -0.98283 -3.81831 -0.73267
C -1.59996 -3.57355 0.63480
O -2.58573 -2.56471 0.57086
H -1.75415 -3.99290 -1.48084
H -0.31737 -4.69036 -0.76302
H -0.33808 -2.97870 -1.00933
H -0.80936 -3.30889 1.34888
H -2.05634 -4.48477 1.02409
H -2.13635 -1.71333 0.56137

Löwdin atomic charge list, values in e, 8 entries:
1. K 0.976
2. K 0.946
3. B -1.268
4. F 0.129
5. F 0.096
6. F 0.153
7. F 0.024
8. B -1.279

***

Computed, not measured: a structure of composition C10H30B3Cs2FN2NaO15, with ωB97M-V/def2-TZVPD.

energy = -2013.281111 hartree
LUMO level = -5.13 eV
net charge = +1
Kohn-Sham gap = 2.0 eV
HOMO level = -7.13 eV

Cartesian coordinates (Å):
C 0.02410 -4.03234 -2.17822
O 0.00777 -3.30261 -0.89531
C 0.53843 -1.92685 -1.05627
C -0.61045 -0.78303 -1.29851
C -1.60415 -1.04974 -2.57441
B -3.16570 -1.44168 -2.14464
O -4.29515 -1.48111 -3.13610
B -4.74022 -2.91299 -3.10003
O -5.23219 -3.39515 -1.76155
B -4.01338 -3.22833 -0.89380
F -3.28655 -4.38686 -0.28405
O -3.56142 -1.80097 -0.73760
H 0.75260 -4.95534 -2.20334
H -1.09950 -4.38974 -2.36101
H 0.33995 -3.33860 -3.09480
H 1.07128 -1.67266 -0.01958
H 1.42125 -1.90493 -1.85601
H -1.25976 -0.64104 -0.32034
H -0.03794 0.24169 -1.46660
H -1.69986 -0.01217 -3.15650
H -1.21636 -1.82856 -3.35687
H -4.68094 -3.64076 -4.02739
Cs -5.73219 -2.23835 0.91442
N -2.03216 -7.05572 -2.28559
O -2.35635 -8.09573 -1.68856
O -0.83301 -6.75151 -2.39675
O -2.90723 -6.32000 -2.77143
C 1.89353 0.31998 3.17239
O 2.15532 1.03512 2.21364
N 2.67549 -0.71756 3.63404
C 2.29442 -1.51867 4.77829
C 3.91827 -1.01708 2.95353
H 0.97228 0.46147 3.76129
H 3.06913 -1.43082 5.54555
H 2.20471 -2.56295 4.46513
H 1.33917 -1.18510 5.19296
H 4.56269 -0.13344 2.98390
H 3.70253 -1.25995 1.90876
H 4.42623 -1.85986 3.43018
O 0.40574 3.16265 3.85246
H 0.71707 2.46982 3.21594
H -0.56924 3.31907 3.76929
H 0.91768 4.00500 3.74989
C -0.20051 4.59094 1.18648
O 0.55954 4.71800 0.23886
O -0.43678 5.46146 2.03207
O -0.85100 3.57218 1.44645
Cs 4.56781 -1.77818 6.70256
O 3.49410 4.57288 5.35621
H 2.88840 4.00807 4.81195
H 2.98658 5.14910 5.98260
H 4.10217 5.10721 4.78448
C 0.88994 5.88874 -4.02096
C -0.19891 5.07914 -3.29459
O -0.90084 5.93750 -2.57268
H 1.56404 6.39310 -3.31711
H 1.50194 5.21874 -4.63609
H 0.46085 6.64551 -4.68968
H 0.34085 4.27351 -2.77288
H -0.71536 4.51520 -4.08706
O -3.24796 1.46701 -4.86018
H -3.44485 0.69443 -4.30943
H -3.90376 1.42035 -5.57203
Na 6.06781 -3.67750 3.11469

Löwdin atomic charge list, values in e, 8 entries:
1. C -0.114
2. O -0.249
3. C -0.218
4. C -0.156
5. C -0.054
6. B -0.336
7. O 0.120
8. B -0.108